34
Properties=species:S:1:pos:R:3 method="wB97M-V/def2-TZVPD" smiles=Cc1c[nH]c2ccccc12.Cc1ccccc1 homo_ev=-7.386 homo_lumo_gap_ev=8.240 relative_energy_kcal_mol=55.4
C -3.125 -1.184 -0.537
C -1.684 -1.300 -0.155
C -1.134 -1.023 1.130
N 0.127 -1.429 1.110
C 0.541 -1.784 -0.154
C 1.760 -2.057 -0.690
C 1.870 -2.130 -2.017
C 0.691 -2.103 -2.826
C -0.574 -1.766 -2.433
C -0.601 -1.616 -0.989
H -3.136 -1.500 -1.584
H -3.615 -0.228 -0.529
H -3.566 -2.006 -0.080
H -1.592 -0.462 2.050
H 0.804 -1.363 1.830
H 2.531 -2.270 0.034
H 2.871 -2.349 -2.425
H 0.914 -2.448 -3.851
H -1.513 -1.648 -2.939
C -0.386 2.752 -0.808
C 0.151 2.273 0.434
C -0.271 2.628 1.732
C 0.337 2.078 2.927
C 1.532 1.388 2.775
C 2.028 1.210 1.497
C 1.404 1.603 0.380
H -1.520 2.642 -0.885
H -0.037 2.300 -1.834
H 0.023 3.845 -0.957
H -1.219 3.128 1.674
H -0.181 2.231 3.826
H 1.914 0.818 3.644
H 2.847 0.510 1.258
H 1.808 1.260 -0.608